# 1
Formula: C27H65FN4O2
Source: OMol25
Level of theory: the ωB97M-V functional and the def2-TZVPD basis

Calculated values
Electronic energy, a.u.: -1537.03805
SMILES: C[C@H](F)OC=O.CCN(CC)CC.CCN(CC)CC.CCN(CC)CC.CCN(CC)CC
Spin multiplicity: 1
F_max, eV/A: 0.44
E_HOMO, eV: -7.9820
Orbital gap, eV: 8.5

```
99
Properties=species:S:1:pos:R:3:lowdin_charge:R:1
C -1.410 -2.859 -1.422 0.01
C -2.227 -1.736 -2.006 -0.41
F -3.039 -2.223 -2.979 0.04
O -1.428 -0.760 -2.669 0.05
C -0.607 -0.043 -1.879 -0.35
O 0.332 0.560 -2.288 0.11
H -2.024 -3.406 -0.701 0.09
H -0.528 -2.491 -0.892 0.08
H -1.119 -3.551 -2.216 0.08
H -2.877 -1.247 -1.272 0.16
H -0.908 -0.046 -0.814 0.15
C 5.357 5.135 1.372 -0.09
C 4.925 3.991 0.466 -0.28
N 4.088 3.016 1.144 -0.20
C 3.916 1.779 0.399 -0.25
C 3.170 1.838 -0.938 -0.09
C 2.893 3.548 1.779 -0.24
C 1.908 4.333 0.905 -0.08
H 5.821 4.750 2.281 0.08
H 6.082 5.763 0.853 0.07
H 4.519 5.772 1.658 0.06
H 5.814 3.457 0.120 0.12
H 4.452 4.413 -0.435 0.10
H 3.410 1.068 1.059 0.11
H 4.916 1.370 0.225 0.11
H 2.100 1.991 -0.814 0.04
H 3.293 0.893 -1.470 0.07
H 3.555 2.628 -1.584 0.07
H 3.209 4.194 2.603 0.10
H 2.376 2.707 2.248 0.11
H 2.419 5.068 0.281 0.07
H 1.209 4.880 1.543 0.06
H 1.321 3.688 0.253 0.06
C -0.004 -1.865 3.736 -0.09
C -0.075 -3.342 3.378 -0.27
N 0.262 -3.605 1.989 -0.20
C -0.094 -4.942 1.544 -0.26
C 0.605 -6.144 2.188 -0.08
C 1.560 -3.111 1.551 -0.25
C 2.801 -3.583 2.316 -0.08
H -0.605 -1.273 3.045 0.08
H -0.387 -1.710 4.745 0.07
H 1.018 -1.485 3.715 0.06
H -1.100 -3.694 3.526 0.12
H 0.548 -3.909 4.086 0.10
H 0.061 -4.976 0.461 0.10
H -1.172 -5.053 1.697 0.11
H 1.642 -6.237 1.868 0.06
H 0.090 -7.062 1.900 0.07
H 0.588 -6.085 3.277 0.07
H 1.533 -2.019 1.583 0.10
H 1.663 -3.373 0.494 0.11
H 2.661 -3.505 3.395 0.07
H 3.655 -2.957 2.051 0.07
H 3.065 -4.614 2.085 0.06
C -4.027 -8.017 -2.993 -0.09
C -3.721 -6.881 -3.957 -0.28
N -2.342 -6.430 -3.883 -0.20
C -2.110 -5.162 -4.554 -0.26
C -2.282 -5.099 -6.076 -0.08
C -1.332 -7.457 -4.087 -0.25
C -1.380 -8.261 -5.392 -0.08
H -3.732 -7.748 -1.977 0.08
H -5.098 -8.227 -2.997 0.07
H -3.514 -8.939 -3.267 0.06
H -4.347 -6.021 -3.702 0.12
H -4.021 -7.187 -4.972 0.10
H -1.096 -4.835 -4.300 0.11
H -2.786 -4.432 -4.103 0.09
H -1.472 -5.601 -6.605 0.06
H -2.285 -4.056 -6.397 0.07
H -3.226 -5.544 -6.394 0.07
H -1.393 -8.159 -3.251 0.10
H -0.357 -6.972 -3.993 0.11
H -2.390 -8.610 -5.611 0.07
H -0.741 -9.142 -5.305 0.07
H -1.032 -7.685 -6.248 0.05
C 0.809 8.069 1.000 -0.09
C 0.016 8.402 2.253 -0.27
N -1.368 8.748 1.973 -0.20
C -2.057 9.351 3.101 -0.25
C -2.274 8.496 4.355 -0.09
C -2.120 7.762 1.214 -0.24
C -2.204 6.337 1.776 -0.08
H 0.735 8.874 0.267 0.08
H 1.862 7.933 1.255 0.07
H 0.468 7.144 0.534 0.05
H 0.467 9.270 2.743 0.12
H 0.114 7.565 2.964 0.10
H -3.025 9.711 2.742 0.11
H -1.487 10.241 3.384 0.11
H -3.035 7.731 4.205 0.05
H -2.605 9.131 5.179 0.07
H -1.353 8.003 4.671 0.07
H -1.688 7.707 0.212 0.10
H -3.128 8.161 1.078 0.11
H -1.225 5.972 2.093 0.05
H -2.570 5.659 1.003 0.07
H -2.881 6.263 2.626 0.05
```


# 2
Formula: C27H65NiO32P7
Source: OMol25
Level of theory: the ωB97M-V functional and the def2-TZVPD basis

Calculated values
Electronic energy, a.u.: -7373.44687
Spin multiplicity: 3
F_max, eV/A: 4.79
E_HOMO (spin up / spin down), eV: -7.2205 / -6.8694
Orbital gap (spin up / spin down), eV: 4.7 / 4.4

```
132
Properties=species:S:1:pos:R:3:lowdin_charge:R:1
Ni 19.330 5.585 27.045 0.84
C 21.004 1.856 23.256 0.04
C 22.070 1.685 22.225 -0.35
C 23.133 2.852 22.012 -0.32
O 24.107 2.676 21.360 0.14
C 22.981 4.064 22.868 0.12
C 21.984 4.100 23.852 -0.32
C 21.035 2.964 24.074 -0.39
O 20.202 2.924 25.098 -0.13
O 21.938 5.206 24.523 -0.02
O 22.245 0.686 21.594 0.09
H 20.394 1.002 23.513 0.11
H 23.662 4.864 22.619 0.12
C 19.952 -3.748 21.012 -0.13
O 20.543 -4.940 20.570 -0.24
P 21.401 -5.072 19.178 0.51
O 22.574 -4.180 19.100 -0.22
O 21.740 -6.724 19.155 -0.24
C 23.027 -7.112 19.600 -0.14
O 20.269 -4.850 18.027 -0.25
C 18.910 -5.428 17.978 -0.05
H 18.976 -3.741 21.497 0.09
H 19.901 -3.012 20.209 0.09
H 20.659 -3.242 21.670 0.09
H 23.177 -6.827 20.641 0.08
H 23.819 -6.594 19.060 0.08
H 23.174 -8.192 19.571 0.08
H 18.931 -6.389 18.492 0.08
H 18.729 -5.551 16.910 0.09
H 18.191 -4.861 18.569 0.08
C 29.536 3.635 15.341 -0.14
O 28.296 3.821 14.754 -0.26
P 26.923 3.901 15.680 0.40
O 26.746 2.789 16.583 -0.19
O 27.170 5.384 16.207 -0.25
C 26.415 6.092 17.232 -0.05
O 25.788 4.105 14.569 -0.23
C 25.957 4.822 13.322 -0.07
H 30.052 2.732 15.014 0.09
H 29.454 3.770 16.419 0.09
H 30.009 4.552 14.987 0.09
H 25.653 6.665 16.704 0.08
H 27.212 6.736 17.604 0.09
H 25.940 5.345 17.869 0.09
H 26.999 5.006 13.060 0.08
H 25.528 5.788 13.585 0.08
H 25.374 4.292 12.568 0.09
C 21.279 3.925 17.301 -0.04
O 20.499 2.709 16.997 -0.22
P 21.124 1.421 16.366 0.39
O 22.453 0.913 16.806 -0.23
O 19.879 0.416 16.618 -0.21
C 18.691 0.572 15.795 -0.10
O 21.072 1.732 14.794 -0.26
C 21.820 1.152 13.738 -0.09
H 22.338 3.800 17.076 0.08
H 21.149 4.097 18.370 0.08
H 20.903 4.800 16.772 0.08
H 18.697 1.384 15.068 0.08
H 17.833 0.815 16.421 0.08
H 18.573 -0.328 15.190 0.09
H 22.288 1.864 13.057 0.09
H 21.113 0.493 13.234 0.09
H 22.596 0.529 14.184 0.09
C 24.936 6.293 28.359 -0.14
O 24.489 6.132 29.653 -0.23
P 23.199 5.148 29.956 0.51
O 22.078 5.391 29.007 -0.26
O 23.772 3.625 30.002 -0.21
C 24.804 3.371 30.912 -0.13
O 22.886 5.397 31.539 -0.22
C 22.407 6.654 31.956 -0.13
H 25.418 5.421 27.916 0.10
H 25.828 6.875 28.593 0.09
H 24.324 6.942 27.733 0.10
H 25.290 4.205 31.419 0.09
H 25.620 3.097 30.244 0.10
H 24.402 2.675 31.648 0.10
H 22.285 7.420 31.190 0.09
H 23.066 7.142 32.675 0.09
H 21.463 6.537 32.488 0.09
C 28.369 3.457 23.207 -0.08
O 29.111 2.301 23.667 -0.24
P 28.356 0.951 24.187 0.40
O 27.490 0.431 23.122 -0.21
O 27.598 1.550 25.450 -0.23
C 26.401 0.952 25.926 -0.09
O 29.493 -0.034 24.738 -0.19
C 30.332 0.341 25.805 -0.13
H 28.690 3.709 22.197 0.09
H 28.591 4.316 23.840 0.08
H 27.293 3.324 23.322 0.08
H 26.058 0.228 25.186 0.08
H 25.728 1.802 26.037 0.09
H 26.428 0.370 26.847 0.08
H 30.331 1.397 26.074 0.09
H 31.333 0.054 25.484 0.09
H 30.279 -0.246 26.723 0.09
C 16.344 -0.840 27.102 -0.13
O 15.962 -1.941 27.910 -0.21
P 14.915 -3.015 27.323 0.51
O 14.177 -2.709 26.061 -0.25
O 13.991 -3.051 28.658 -0.25
C 12.982 -1.982 28.734 -0.07
O 15.735 -4.503 27.498 -0.23
C 16.931 -4.672 26.745 -0.13
H 16.465 0.049 27.721 0.08
H 15.809 -0.474 26.226 0.09
H 17.362 -1.007 26.749 0.08
H 13.366 -1.527 29.647 0.09
H 11.994 -2.429 28.838 0.09
H 12.935 -1.277 27.904 0.08
H 16.772 -5.418 25.966 0.09
H 17.781 -5.010 27.338 0.09
H 17.213 -3.773 26.196 0.08
C 17.224 5.005 21.900 -0.11
O 17.705 6.334 21.859 -0.22
P 17.440 7.394 23.088 0.49
O 18.060 6.956 24.345 -0.25
O 17.991 8.767 22.519 -0.25
C 19.159 9.335 22.993 -0.09
O 15.811 7.629 23.064 -0.17
C 15.307 8.776 22.586 -0.20
H 16.240 4.976 22.367 0.09
H 17.818 4.137 22.185 0.09
H 17.034 4.833 20.841 0.09
H 19.168 9.202 24.075 0.08
H 19.144 10.381 22.686 0.10
H 19.879 8.690 22.489 0.11
H 14.530 9.309 23.134 0.09
H 14.881 8.700 21.586 0.10
H 15.995 9.622 22.595 0.08
```